1.
Formula: C28H41BrF3N3O8Si3Tl
Source: the OMol25 dataset
Level of theory: ωB97M-V/def2-TZVPD

Each line ends with the Mulliken charge.
Atoms and positions in Å:
Tl (0.31679, 0.06937, -0.30275)  1.47
O (-1.32952, 1.83381, -4.12776)  -0.68
C (-2.04288, 2.88223, -3.67761)  0.21
C (-2.50408, 3.81070, -4.61255)  -0.68
C (-3.23640, 4.91285, -4.21236)  -0.31
C (-3.51348, 5.11649, -2.86581)  -0.94
C (-3.04869, 4.19384, -1.94174)  -0.73
C (-2.33031, 3.06470, -2.31930)  -0.31
C (-1.86342, 2.09759, -1.24478)  1.52
O (-1.03827, 1.10320, -1.71087)  -0.58
N (-3.09166, 1.48667, -0.65803)  -0.59
N (-2.82099, 0.68075, 0.37834)  0.33
C (-3.68775, 0.50772, 1.29210)  -0.46
C (-3.41756, -0.36890, 2.42377)  0.33
Br (-1.83502, -1.40686, 2.30553)  -0.02
C (-4.17993, -0.50620, 3.51134)  -1.05
C (-5.38760, 0.29288, 3.80634)  0.29
C (-6.55364, -0.34158, 4.23507)  -0.39
C (-7.69223, 0.39055, 4.53315)  -0.46
C (-7.68106, 1.77405, 4.42025)  -0.42
C (-6.52005, 2.41865, 4.01789)  -0.56
C (-5.38120, 1.68565, 3.71900)  -0.40
H (-1.07412, 1.32531, -3.31256)  0.17
H (-2.26418, 3.63873, -5.65434)  0.42
H (-3.58330, 5.62280, -4.95356)  0.36
H (-4.06627, 5.98747, -2.53848)  0.39
H (-3.22737, 4.37270, -0.88471)  0.37
H (-1.35712, 2.67931, -0.46047)  0.12
H (-3.85166, 2.14395, -0.50414)  0.46
H (-4.65759, 1.00718, 1.27239)  0.54
H (-3.90359, -1.25653, 4.24241)  0.44
H (-6.56643, -1.42167, 4.32301)  0.43
H (-8.59130, -0.12017, 4.85472)  0.36
H (-8.56886, 2.34737, 4.65472)  0.37
H (-6.49468, 3.49862, 3.94567)  0.38
H (-4.46770, 2.19268, 3.43416)  0.58
C (4.21319, -0.31463, 0.21379)  -1.09
O (2.96079, -0.70166, -0.31386)  -0.02
Si (2.40705, -2.24640, -0.51350)  0.25
C (3.65952, -3.17666, -1.55179)  -1.37
C (2.44170, -3.07522, 1.16413)  -1.36
C (0.70724, -1.92615, -1.24448)  0.44
Si (0.73523, -1.53783, -3.12333)  0.38
C (1.52979, -2.87477, -4.19428)  -1.21
C (-1.00066, -1.37491, -3.82057)  -0.88
C (1.70823, 0.01739, -3.46813)  -0.66
Si (-0.64140, -3.21001, -0.91221)  0.30
C (-0.51962, -4.13133, 0.73108)  -1.31
C (-2.37159, -2.49585, -1.10502)  -0.56
C (-0.50809, -4.65979, -2.11671)  -1.27
H (4.99354, -0.39997, -0.54629)  0.29
H (4.48124, -0.92165, 1.08523)  0.35
H (4.14996, 0.72708, 0.51688)  0.24
H (4.55678, -3.30278, -0.93746)  0.36
H (3.94714, -2.62259, -2.44405)  0.30
H (3.31850, -4.17006, -1.85134)  0.35
H (3.46601, -2.99617, 1.54190)  0.49
H (2.19308, -4.13559, 1.12219)  0.44
H (1.78672, -2.58516, 1.88547)  0.22
H (1.10149, -3.86764, -4.06611)  0.34
H (2.60900, -2.94888, -4.08694)  0.34
H (1.32692, -2.56260, -5.22476)  0.34
H (-1.49415, -2.34445, -3.90661)  0.33
H (-0.90878, -0.95923, -4.82839)  0.48
H (-1.63580, -0.70539, -3.24065)  0.13
H (2.75676, -0.09433, -3.18467)  0.16
H (1.34068, 0.90091, -2.94719)  -0.14
H (1.65774, 0.23049, -4.54050)  0.53
H (-0.28468, -3.55119, 1.61951)  0.28
H (0.21353, -4.93699, 0.65381)  0.41
H (-1.49854, -4.59599, 0.88907)  0.31
H (-2.38214, -1.40777, -1.17414)  -0.15
H (-2.99811, -2.77913, -0.25721)  0.44
H (-2.83510, -2.88739, -2.01405)  0.42
H (0.49504, -5.09441, -2.11719)  0.30
H (-0.77700, -4.41858, -3.14407)  0.33
H (-1.19970, -5.43203, -1.76411)  0.40
O (1.24760, 0.16879, 1.94407)  -0.51
N (0.45756, 1.08964, 2.32570)  0.79
O (0.52670, 1.58517, 3.43036)  -0.74
O (-0.42691, 1.44759, 1.48345)  -0.40
F (3.03503, 4.67695, -2.00897)  -0.29
C (2.47742, 4.11224, -0.92248)  0.70
F (3.22836, 4.48366, 0.14280)  -0.28
F (1.26611, 4.66709, -0.76358)  -0.22
C (2.44721, 2.55431, -1.03150)  0.15
O (3.41868, 2.03618, -1.55519)  -0.57
O (1.40662, 2.06047, -0.50252)  -0.56

Computed properties:
orbital gap	8.1	eV
net charge	-1
lowest unoccupied orbital energy	2.2	eV

=====

2.
Formula: C2H3O2
Source: the OMol25 dataset
Level of theory: ωB97M-V/def2-TZVPD

Each line ends with the Mulliken charge.
Atoms and positions in Å:
C (-1.27826, 0.71726, -0.98879)  0.64
C (-0.28957, 0.39569, -0.07616)  -0.23
O (0.69809, -0.18980, -0.92473)  -0.44
O (-1.94394, 0.95343, -1.87845)  0.01
H (0.76044, -1.19434, -0.79229)  0.38
H (-0.76153, -0.23274, 0.73709)  0.33
H (0.28341, 1.24034, 0.40910)  0.31

Computed properties:
orbital gap	11.4	eV
net charge	+1
lowest unoccupied orbital energy	-6.5	eV

=====

3.
Formula: C6H9ClN2O
Source: the OMol25 dataset
Level of theory: ωB97M-V/def2-TZVPD

Each line ends with the Mulliken charge.
Atoms and positions in Å:
C (1.74715, 0.69801, 1.73256)  -0.63
C (1.98829, 0.34983, 0.48035)  0.14
Cl (3.07374, -0.90400, 0.04598)  -0.19
C (1.12306, 0.94631, -0.62231)  0.53
C (1.58079, 0.84700, -1.88541)  -0.86
N (-0.06578, 1.49122, -0.20997)  -1.00
N (-1.11047, 0.82377, 0.12225)  1.17
O (-2.01685, 1.38955, 0.77560)  -0.61
C (-1.12494, -0.69230, -0.10286)  -0.08
C (-2.49685, -1.33375, 0.02852)  -1.00
H (2.12112, 0.25742, 2.69244)  0.28
H (0.95254, 1.37905, 1.96462)  0.35
H (1.22841, 0.98203, -2.89506)  0.33
H (2.58500, 0.32247, -1.98327)  0.18
H (-0.78246, -0.85892, -1.19906)  0.25
H (-0.44066, -1.01992, 0.68688)  0.26
H (-3.32022, -0.58011, 0.10042)  0.32
H (-2.58621, -1.92141, 1.01114)  0.25
H (-2.45566, -2.17627, -0.74282)  0.30

Computed properties:
orbital gap	9.3	eV
net charge	0
lowest unoccupied orbital energy	0.2	eV

=====

4.
Formula: C27H47Cl3N4O2
Source: the OMol25 dataset
Level of theory: ωB97M-V/def2-TZVPD

Each line ends with the Mulliken charge.
Atoms and positions in Å:
C (0.83887, -0.56274, -0.45624)  0.05
Cl (1.20205, -1.91255, 0.69334)  -0.12
Cl (-0.89214, -0.13290, -0.66941)  -0.11
Cl (1.67437, -0.90280, -2.02939)  -0.12
H (1.34828, 0.29947, -0.02590)  0.28
C (8.22960, 1.49835, -8.54708)  -1.69
C (8.36238, 1.15310, -7.03752)  1.51
C (9.70955, 0.35891, -7.08042)  -1.36
C (10.16378, -0.06007, -5.65711)  -0.67
C (10.21579, 1.17341, -4.69040)  -1.13
C (9.04320, 2.19665, -4.80300)  1.85
N (8.62509, 2.40879, -6.19817)  0.23
O (7.51648, 3.40326, -6.37324)  -0.42
C (7.97553, 1.72732, -3.84892)  -1.90
C (9.58709, 3.49895, -4.16716)  -1.78
C (7.25666, 0.16503, -6.64726)  -1.71
H (7.23139, 1.93537, -8.57343)  0.43
H (8.34633, 0.59834, -9.15077)  0.38
H (9.03017, 2.19292, -8.80159)  0.41
H (9.65215, -0.53116, -7.70698)  0.41
H (10.51767, 0.99413, -7.44310)  0.48
H (11.15567, -0.43018, -5.91648)  0.41
H (9.49012, -0.86120, -5.35302)  0.32
H (11.19411, 1.64513, -4.78249)  0.40
H (10.26517, 0.64444, -3.73863)  0.31
H (7.04164, 2.25023, -4.05509)  0.40
H (7.79825, 0.65190, -3.86127)  0.36
H (8.21111, 1.85665, -2.79257)  0.44
H (8.79663, 4.24941, -4.15798)  0.40
H (9.95809, 3.53728, -3.14296)  0.37
H (10.41278, 3.85222, -4.78485)  0.45
H (7.37032, -0.48653, -5.78086)  0.31
H (7.02000, -0.55558, -7.43007)  0.40
H (6.39420, 0.79248, -6.42233)  0.40
C (-8.28760, 0.89456, 2.88824)  -1.52
C (-9.10197, 1.20716, 4.13401)  1.53
C (-8.80895, 2.65089, 4.45244)  -1.13
C (-9.56805, 3.66590, 3.63503)  -0.78
C (-11.09202, 3.36221, 3.60853)  -1.04
C (-11.44594, 1.91850, 3.19188)  1.30
N (-10.58998, 0.98640, 3.97017)  0.45
O (-10.93515, -0.41190, 3.87940)  -0.51
C (-12.95732, 1.76565, 3.45743)  -1.77
C (-11.34609, 1.77583, 1.67766)  -1.67
C (-8.53193, 0.42063, 5.28702)  -1.82
H (-8.75990, 1.29404, 1.99077)  0.26
H (-8.15205, -0.18698, 2.88762)  0.39
H (-7.23339, 1.16336, 2.95524)  0.37
H (-9.08143, 2.91101, 5.47528)  0.39
H (-7.78022, 2.99585, 4.34847)  0.42
H (-9.14505, 3.52847, 2.63990)  0.30
H (-9.24868, 4.66341, 3.93683)  0.41
H (-11.45217, 3.93861, 2.75638)  0.40
H (-11.57910, 3.69336, 4.52570)  0.41
H (-13.29214, 0.79096, 3.10251)  0.40
H (-13.13759, 1.80698, 4.53162)  0.45
H (-13.65537, 2.46163, 2.99220)  0.37
H (-12.16213, 2.38195, 1.28419)  0.46
H (-10.37722, 2.18905, 1.39725)  0.38
H (-11.31692, 0.73771, 1.34667)  0.34
H (-8.94089, 0.68521, 6.26213)  0.40
H (-7.45582, 0.51062, 5.43533)  0.38
H (-8.74457, -0.63953, 5.14936)  0.43
N (-6.21109, -6.06770, 4.38579)  -0.06
C (-5.17811, -5.78904, 3.51827)  -0.37
C (-3.98017, -6.17928, 4.02135)  -0.50
C (-4.28430, -6.53064, 5.34833)  -0.31
C (-5.67850, -6.52574, 5.57745)  -0.45
H (-7.15373, -6.17017, 4.03789)  0.23
H (-5.46076, -5.48664, 2.52074)  0.36
H (-3.09113, -6.36862, 3.43812)  0.36
H (-3.61018, -6.67357, 6.17992)  0.37
H (-6.36180, -6.66604, 6.40196)  0.37
N (7.39583, -2.63540, 2.72076)  -0.06
C (8.49031, -1.84594, 3.12343)  -0.48
C (9.54543, -2.32801, 2.32968)  -0.26
C (9.12537, -3.49722, 1.65913)  -0.52
C (7.78239, -3.55905, 1.77029)  -0.35
H (6.41642, -2.42523, 2.84992)  0.23
H (8.42608, -0.95055, 3.72389)  0.35
H (10.50512, -1.83650, 2.26789)  0.36
H (9.75310, -4.09699, 1.01675)  0.37
H (7.00708, -4.17684, 1.34177)  0.36

Computed properties:
orbital gap (alpha / beta)	8.4 / 7.5	eV
net charge	0
2S+1	3
lowest unoccupied orbital energy (alpha / beta)	0.2 / -0.7	eV

=====

In eV, the energy above the lowest of the compared OMol25 structures with the same formula, charge and spin values for the records above are, in order, 0.0000; 0.1793; 4.0013; 3.1823.